No. 1
Below is a structure of composition C34H35F6HgN14O6S4 in a non-equilibrium geometry, with properties calculated with ωB97M-V/def2-TZVPD.

Computed properties:
* HOMO (alpha / beta): 0.03463 / -0.10329 hartree
* total charge: -2
* ⟨S²⟩: 0.77
* relative energy (zero: lowest compared OMol25 entry of this formula, charge and spin): 1.180 eV
* spin multiplicity: 2

Cartesian coordinates (Å):
Hg -0.6330 0.8073 -0.8942
C 1.0057 -1.8068 2.1093
N 2.0384 -0.9632 1.5598
C 2.4780 -1.3936 0.2438
C 1.4439 -1.7255 -0.7686
N 0.1260 -1.3415 -0.8587
C -0.4014 -2.0169 -1.9538
C -1.6795 -1.9878 -2.5053
C -1.9135 -2.7201 -3.6738
C -0.9108 -3.4590 -4.2826
C 0.3766 -3.5082 -3.7307
C 0.6025 -2.7990 -2.5668
N 1.7498 -2.6509 -1.7995
C 0.2171 -1.1144 3.1613
N -0.1242 0.1353 3.1806
C -0.9041 0.2877 4.3193
C -1.5308 1.4173 4.8324
C -2.2794 1.2748 5.9867
C -2.4063 0.0372 6.6355
C -1.7764 -1.0945 6.1490
C -1.0220 -0.9377 4.9929
N -0.2820 -1.8190 4.2312
H 1.4661 -2.6939 2.5672
H 0.3186 -2.1694 1.3353
H 1.7536 0.0124 1.5690
H 3.0910 -2.2997 0.3779
H 3.1621 -0.6179 -0.1392
H -2.4595 -1.3788 -2.0675
H -2.8977 -2.6770 -4.1273
H -1.1175 -3.9820 -5.2094
H 1.1863 -4.0354 -4.2235
H 2.6445 -2.6604 -2.2711
H -1.4384 2.3723 4.3271
H -2.7902 2.1379 6.3958
H -3.0130 -0.0389 7.5294
H -1.8810 -2.0548 6.6383
H -0.1402 -2.7971 4.4074
F 4.3335 2.9298 -0.4632
C 3.2683 3.7144 -0.3144
F 2.7457 3.9699 -1.5087
F 3.6721 4.8702 0.2307
S 2.0711 2.8562 0.7847
O 1.4146 1.8957 -0.0836
O 2.8968 2.3457 1.8367
N 1.1968 4.0651 1.2802
S -0.3662 4.2105 1.1376
O -0.7907 5.3163 1.9464
O -1.0952 2.9758 1.2095
C -0.6189 4.8162 -0.5788
F -1.8917 5.1868 -0.7295
F -0.3356 3.8741 -1.4714
F 0.1656 5.8782 -0.8101
C -4.2860 -1.4725 0.1305
N -5.4170 -1.9578 0.9499
C -4.9232 -3.0309 1.8141
N -3.8194 -2.6024 2.6813
C -2.7412 -2.0953 1.8080
N -3.1806 -0.9982 0.9623
C -3.6652 0.0891 1.8131
N -4.7763 -0.3550 2.6771
C -5.8485 -0.8479 1.8096
C -4.2986 -1.4720 3.4915
H -4.6275 -0.6535 -0.5026
H -3.9279 -2.2881 -0.5011
H -4.5771 -3.8560 1.1878
H -5.7447 -3.3871 2.4423
H -2.3835 -2.9112 1.1752
H -1.9291 -1.7474 2.4398
H -4.0048 0.9069 1.1787
H -2.8453 0.4508 2.4392
H -6.1924 -0.0299 1.1745
H -6.6786 -1.1893 2.4350
H -5.1163 -1.8217 4.1286
H -3.4820 -1.1187 4.1250
N 8.0026 2.1444 -1.5692
C 6.9263 1.4795 -2.1908
C 6.2907 2.0549 -3.2860
C 5.2285 1.4133 -3.8920
C 4.8149 0.1683 -3.4366
C 5.4656 -0.4311 -2.3746
C 6.5133 0.2259 -1.7477
S 3.4143 -0.6134 -4.1869
O 3.4762 -0.2624 -5.5938
O 3.5594 -2.0201 -3.8688
N 2.1909 0.0108 -3.4082
C 1.0819 0.5152 -3.9783
S 0.7387 0.5994 -5.7258
C -0.7950 1.3212 -5.3940
C -0.9573 1.4550 -4.0672
N 0.0736 1.0021 -3.2706
H 7.9184 3.1483 -1.6208
H 8.1367 1.8548 -0.6127
H 6.6130 3.0309 -3.6341
H 4.7044 1.8676 -4.7243
H 5.1479 -1.4128 -2.0476
H 7.0023 -0.2276 -0.8914
H -1.4747 1.5982 -6.1845
H -1.8329 1.8682 -3.5879
N -3.8023 1.6194 -1.3494
C -2.6976 1.3345 -1.1594


No. 2
Below is a structure of composition C34H35MnN2O in a non-equilibrium geometry, with properties calculated with ωB97M-V/def2-TZVPD.

Computed properties:
* HOMO (alpha / beta): -0.09963 / -0.10038 hartree
* total charge: -1
* ⟨S²⟩: 8.76
* relative energy (zero: lowest compared OMol25 entry of this formula, charge and spin): 4.301 eV
* spin multiplicity: 6

Cartesian coordinates (Å):
C 1.9726 -0.3566 1.0491
C 2.1383 -1.1317 -0.1366
C 1.7310 -0.3254 -1.2513
H 2.6584 -2.0862 -0.1945
C 1.3601 0.9748 -0.7277
C 1.4806 0.9300 0.6852
H 1.1843 1.8729 -1.3019
C -1.1016 -1.9054 1.4948
C 0.0268 -2.6311 1.0567
C -0.0213 -2.7670 -0.3770
H 0.7717 -3.0905 1.7095
C -1.2550 -2.1243 -0.8356
C -1.8577 -1.5212 0.3291
H 1.8006 -0.6308 -2.2974
H 1.2892 1.7430 1.3839
H 2.2570 -0.6554 2.0470
H -2.8335 -1.0706 0.3295
H 0.6472 -3.3858 -0.9671
H -1.3383 -1.6329 2.5138
Mn 0.1190 -0.6960 0.0905
C -1.6889 -1.8485 -2.2704
C -3.2028 -1.8489 -2.4496
C -1.0474 -2.7726 -3.3066
H -3.7006 -2.7358 -2.0414
H -3.4601 -1.8439 -3.5166
H -3.6310 -0.9936 -1.9388
H -1.3042 -3.8307 -3.2385
H 0.0363 -2.6868 -3.3099
H -1.3880 -2.4471 -4.2933
C -1.0469 -0.4516 -2.5687
C -1.6350 0.8705 -2.2194
H -0.6039 -0.4304 -3.5670
H -0.1641 -0.3547 -1.8611
O -1.5450 1.2179 -0.9307
N -1.7012 1.6405 -3.4157
C -0.4468 2.4069 -3.7200
H -2.5803 1.9286 -3.8734
C 0.8313 1.5756 -4.1526
C 2.0191 2.2218 -3.8097
H 1.9522 3.2129 -3.3701
C 3.2567 1.6298 -4.0061
H 4.1493 2.1506 -3.6836
C 3.3448 0.3901 -4.6403
H 4.3220 -0.0667 -4.8338
C 2.1778 -0.2070 -5.1245
H 2.2546 -1.1384 -5.6835
C 0.9132 0.3999 -4.9380
H 0.0443 -0.0588 -5.4222
H -0.1487 3.0146 -2.8002
H -0.5658 3.2168 -4.4787
C -1.1451 4.3216 3.1189
C -1.6056 3.4202 2.1545
C -1.2882 2.0747 2.2313
C -0.4649 1.5715 3.2909
C -0.0278 2.5134 4.2807
C -0.3585 3.8620 4.1785
N -0.0507 0.2665 3.2855
C 0.1493 -0.4879 4.4078
C 1.0680 -1.5825 4.3668
C 1.1872 -2.4413 5.4491
C 0.3708 -2.2822 6.5798
C -0.5323 -1.2100 6.6396
C -0.6189 -0.3158 5.5862
H -1.4010 5.3653 3.0381
H -2.2229 3.7467 1.3247
H -1.6350 1.3555 1.4822
H 0.5949 2.1423 5.1026
H 0.0019 4.5512 4.9371
H 1.6524 -1.7223 3.4632
H 1.9133 -3.2523 5.4012
H 0.4384 -2.9994 7.4042
H -1.1706 -1.0882 7.5126
H -1.3248 0.5201 5.6290


No. 3
Below is a structure of composition C34H35N3OS6SbSc, with properties calculated with ωB97M-V/def2-TZVPD.

Computed properties:
* HOMO (alpha / beta): -0.11146 / -0.14781 hartree
* total charge: -1
* ⟨S²⟩: 0.78
* relative energy (zero: lowest compared OMol25 entry of this formula, charge and spin): 0.000 eV
* spin multiplicity: 2

Cartesian coordinates (Å):
Sc 0.4962 0.3047 0.0319
S -0.6749 -5.2754 0.9739
C -0.3565 -6.9581 0.8717
C -0.0899 -7.3344 -0.4059
C -0.1366 -6.2454 -1.3212
C -0.4351 -5.0474 -0.7259
C -0.5310 -3.7318 -1.3529
C -0.4505 -2.5865 -0.5932
N -0.4481 -1.3371 -1.0889
C -0.5675 -1.1991 -2.4585
C -0.6914 -2.3107 -3.3182
C -0.8516 -2.0465 -4.7246
C -0.8766 -0.7858 -5.2189
C -0.7217 0.3448 -4.3579
C -0.7342 1.6690 -4.7903
C -0.5593 2.7071 -3.8929
C -0.3358 2.3653 -2.5427
N -0.3294 1.1318 -2.0939
C -0.5452 0.1068 -2.9747
C -0.5680 4.1195 -4.2882
C -0.5664 5.2236 -3.4811
C -0.5792 6.4460 -4.2060
C -0.5939 6.2602 -5.5520
S -0.5743 4.5944 -5.9493
C -0.6552 -3.5918 -2.7697
H -0.3892 -7.5768 1.7536
H 0.1329 -8.3537 -0.6895
H 0.0590 -6.3398 -2.3799
H -0.3523 -2.6389 0.4871
H -0.9632 -2.8931 -5.3930
H -1.0109 -0.6168 -6.2815
H -0.8866 1.8721 -5.8460
H -0.1231 3.1254 -1.8014
H -0.5693 5.1695 -2.4013
H -0.5862 7.4204 -3.7390
H -0.6122 7.0092 -6.3266
H -0.7684 -4.4580 -3.4087
S -2.5812 4.8483 3.2024
Sb -0.4264 4.1410 3.0360
S 1.5222 2.6264 0.3335
S -0.4993 2.8131 0.8901
C 3.0921 -2.7648 -1.9334
S 3.3292 -1.6568 -0.5488
C 2.7084 -2.7147 0.7586
O 2.2777 -0.5980 -0.7702
H 3.7106 -3.6514 -1.7889
H 3.3982 -2.2328 -2.8322
H 2.0338 -3.0287 -1.9819
H 3.5466 -3.2255 1.2311
H 1.9744 -3.4220 0.3749
H 2.2301 -2.0278 1.4633
C 2.3846 -1.4398 4.2990
C 2.4794 0.0600 4.0004
C 3.3989 0.3448 2.8108
C 1.0982 0.6727 3.8899
C 0.7692 1.7627 4.6098
C -0.5525 2.3784 4.5402
C -1.5892 1.4982 4.0466
C -1.3180 0.4057 3.3118
C -2.4484 -0.4586 2.7909
C -2.1552 -1.9522 2.9389
C -2.8755 -0.1108 1.3658
C 0.0893 0.1453 2.9422
N 0.4237 -0.4360 1.8388
H 3.3798 -1.8919 4.3477
H 1.8086 -1.9587 3.5296
H 1.8841 -1.6113 5.2542
H 2.9402 0.5363 4.8731
H 2.9969 -0.0961 1.9010
H 4.3994 -0.0576 2.9995
H 3.4758 1.4170 2.6273
H 1.5236 2.2362 5.2339
H -0.8365 2.9596 5.4162
H -2.6193 1.7968 4.2169
H -3.3024 -0.2311 3.4383
H -1.3048 -2.2377 2.3215
H -3.0195 -2.5479 2.6340
H -1.9128 -2.2024 3.9748
H -2.0764 -0.3125 0.6527
H -3.1441 0.9431 1.2845
H -3.7360 -0.7195 1.0701


No. 4
Below is a structure of composition C34H35N8S4Zr in a non-equilibrium geometry, with properties calculated with ωB97M-V/def2-TZVPD.

Computed properties:
* HOMO: -0.54433 hartree
* total charge: +3
* relative energy (zero: lowest compared OMol25 entry of this formula, charge and spin): 0.432 eV
* spin multiplicity: 1

Cartesian coordinates (Å):
Zr 3.9335 -7.4101 19.5777
C 0.2661 -8.5084 17.0703
C 1.1792 -7.8790 17.9761
N 2.4634 -8.0363 17.8197
N 2.9595 -8.7487 16.7414
C 4.2289 -8.5285 16.5244
N 4.7856 -8.9485 15.3533
S 5.4416 -7.7660 17.6648
C 0.7764 -6.9956 19.1010
C -0.5335 -6.4838 19.1244
C -0.8542 -5.6819 20.2116
C 0.0539 -5.2733 21.1897
C 1.3067 -5.8112 21.0325
N 1.6565 -6.6344 20.0539
H 0.8351 -9.2938 16.5401
H -0.6297 -8.9783 17.5203
H -0.1417 -7.8338 16.2846
H 4.1040 -9.3431 14.7164
H 5.7410 -8.7931 15.1048
H -1.2437 -6.6077 18.3323
H -1.8227 -5.2866 20.2338
H -0.1974 -4.4649 21.8718
H 2.0339 -5.5249 21.8046
C 3.3524 -10.4908 21.0174
C 2.6540 -9.5022 21.8862
N 3.4352 -8.2128 21.8912
C 4.6264 -8.3566 22.7850
C 5.8384 -9.0099 22.1752
S 6.0668 -8.6409 20.4948
C 6.0080 -10.3767 19.8245
C 4.6812 -10.6706 19.1192
N 3.5828 -9.8923 19.7120
H 2.7499 -11.4013 20.9104
H 4.2636 -10.8965 21.3708
H 2.3502 -9.8718 22.8894
H 1.6810 -9.3469 21.4104
H 2.8468 -7.5910 22.4300
H 4.4654 -8.9489 23.7216
H 4.8767 -7.3840 23.1039
H 5.8439 -10.0836 22.2546
H 6.6687 -8.5861 22.7403
H 6.1064 -11.0346 20.7017
H 6.7938 -10.6218 19.1142
H 4.3930 -11.7263 19.2771
H 4.7514 -10.3958 18.0568
H 2.7202 -10.1214 19.1949
S 8.6336 -6.4303 23.1676
C 10.0183 -5.8232 23.9089
C 10.0381 -4.4705 23.9848
C 8.9381 -3.8732 23.3271
C 8.0499 -4.8236 22.9197
C 6.8595 -4.6285 22.1718
C 6.3055 -5.7030 21.4226
N 5.3345 -5.6662 20.4681
C 4.8640 -4.4113 20.1835
C 5.1664 -3.3130 21.0619
C 4.5111 -2.0069 20.7720
C 3.5934 -1.9006 19.7797
C 3.2875 -3.0237 18.8673
C 2.3149 -2.8642 17.9071
C 2.1751 -3.9528 17.0047
C 2.7771 -5.1862 17.3262
N 3.5452 -5.3317 18.3846
C 3.8729 -4.2453 19.1404
C 1.3003 -3.7715 15.8745
C 0.7878 -2.5493 15.4953
C -0.0095 -2.6128 14.2965
C -0.0184 -3.8716 13.8052
S 0.8853 -5.0086 14.7422
C 6.1642 -3.4184 22.0102
H 10.6914 -6.5015 24.4117
H 10.8570 -3.8884 24.4849
H 8.8078 -2.7536 23.2325
H 6.7837 -6.6446 21.5629
H 4.7333 -1.1324 21.4131
H 3.1484 -0.9522 19.5810
H 1.7922 -1.9102 17.8808
H 2.5243 -6.0116 16.7348
H 0.9478 -1.6092 15.9915
H -0.5766 -1.7640 13.8671
H -0.6790 -4.3464 13.1145
H 6.4463 -2.5743 22.5726


No. 5
Below is a structure of composition C34H36Br2F4OPPtS in a non-equilibrium geometry, with properties calculated with ωB97M-V/def2-TZVPD.

Computed properties:
* HOMO: -0.38070 hartree
* total charge: +1
* relative energy (zero: lowest compared OMol25 entry of this formula, charge and spin): 0.000 eV
* spin multiplicity: 1

Cartesian coordinates (Å):
Pt 1.4649 0.1050 -0.4666
C -3.1101 -6.1218 -0.4644
C -3.1440 -4.7106 -1.0683
C -3.3489 -4.8277 -2.5786
C -4.3319 -3.9357 -0.4800
C -1.8397 -3.9889 -0.7268
C -0.8820 -3.6819 -1.6760
C 0.2448 -2.9702 -1.2865
Br 1.4720 -2.3895 -2.6179
C 0.4863 -2.5430 0.0091
O 1.5550 -1.7587 0.3084
C -0.4500 -2.9037 0.9970
C -1.5797 -3.6042 0.5913
C -0.2696 -2.4689 2.4599
C -1.3420 -3.0722 3.3705
C 1.1010 -2.9172 2.9865
C -0.3912 -0.9376 2.5490
H -4.0464 -6.6459 -0.6712
H -2.9754 -6.0852 0.6187
H -2.2910 -6.7060 -0.8887
H -4.3116 -5.3016 -2.7778
H -2.5802 -5.4456 -3.0476
H -3.3522 -3.8478 -3.0631
H -5.2694 -4.3864 -0.8125
H -4.3210 -2.8925 -0.8072
H -4.3317 -3.9515 0.6109
H -0.9917 -3.9703 -2.7118
H -2.3120 -3.8632 1.3426
H -1.3624 -4.1616 3.3008
H -2.3398 -2.6896 3.1436
H -1.1175 -2.8127 4.4065
H 1.2200 -3.9964 2.8696
H 1.1804 -2.6834 4.0513
H 1.9149 -2.4236 2.4609
H -1.3720 -0.6092 2.1884
H 0.3896 -0.4494 1.9640
H -0.2864 -0.6137 3.5890
F -4.8055 2.7013 0.9676
C -3.5292 2.6351 0.6470
C -2.6863 3.6940 0.9271
F -3.1614 4.7804 1.5102
C -1.3456 3.6154 0.5867
F -0.5984 4.6873 0.8442
C -0.8081 2.4855 -0.0174
P 0.9756 2.3292 -0.3890
C 1.1709 3.3645 -1.8616
C 1.1628 4.7616 -1.8177
C 1.2399 5.4903 -2.9930
C 1.3067 4.8362 -4.2178
C 1.3002 3.4507 -4.2699
C 1.2350 2.7153 -3.0941
C 1.7440 3.1319 1.0346
C 1.3500 2.6903 2.2992
C 1.9462 3.2117 3.4356
C 2.9472 4.1676 3.3167
C 3.3495 4.6021 2.0619
C 2.7522 4.0852 0.9209
C -1.6860 1.4511 -0.3062
Br -1.0670 -0.0808 -1.2054
C -3.0237 1.5084 0.0167
F -3.8444 0.5040 -0.2609
H 1.0909 5.2801 -0.8708
H 1.2427 6.5720 -2.9550
H 1.3552 5.4113 -5.1335
H 1.3437 2.9410 -5.2240
H 1.2145 1.6321 -3.1287
H 0.5748 1.9374 2.3998
H 1.6296 2.8733 4.4136
H 3.4130 4.5753 4.2045
H 4.1266 5.3500 1.9687
H 3.0642 4.4448 -0.0512
C 4.4401 1.4935 -0.0659
S 3.6693 0.0197 -0.7205
C 3.9590 0.3567 -2.4587
H 5.5106 1.4395 -0.2664
H 4.2655 1.5208 1.0072
H 4.0132 2.3684 -0.5451
H 3.5473 1.3240 -2.7336
H 3.4976 -0.4380 -3.0375
H 5.0388 0.3419 -2.6112


No. 6
Below is a structure of composition C34H36BrInN4O4P2S2 in a non-equilibrium geometry, with properties calculated with ωB97M-V/def2-TZVPD.

Computed properties:
* HOMO (alpha / beta): -0.45360 / -0.45352 hartree
* total charge: +2
* relative energy (zero: lowest compared OMol25 entry of this formula, charge and spin): 2.746 eV
* spin multiplicity: 1

Cartesian coordinates (Å):
In -0.2905 0.3186 0.0299
O 1.9595 -2.6092 -2.7965
C 3.2289 -2.2126 -2.6132
C 4.2341 -2.9601 -3.2198
C 5.5494 -2.5832 -3.0684
C 5.9039 -1.4550 -2.3138
C 4.9250 -0.7137 -1.7119
C 3.5631 -1.0765 -1.8359
C 2.5427 -0.3206 -1.1601
O 1.3090 -0.6242 -1.2368
N 2.9530 0.7879 -0.4646
N 2.0403 1.3148 0.3222
C 2.4413 2.4958 0.8216
S 4.0112 3.1080 0.5281
C 3.6700 4.7380 1.2553
C 2.6919 4.5466 2.3924
S 1.3855 3.4277 1.7986
H 1.3874 -1.9653 -2.3399
H 3.9541 -3.8223 -3.8087
H 6.3232 -3.1672 -3.5491
H 6.9419 -1.1722 -2.2167
H 5.1773 0.1638 -1.1347
H 3.2772 5.3812 0.4684
H 4.6150 5.1431 1.6138
H 2.2130 5.4778 2.6903
H 3.1612 4.0853 3.2595
C -4.1140 -0.1950 1.6867
O -2.7555 0.0596 2.0495
C -2.5723 0.6572 3.2708
C -3.5917 0.9102 4.1743
C -3.3110 1.5703 5.3655
Br -4.7154 1.9082 6.5715
C -2.0313 1.9859 5.6655
C -1.0011 1.7134 4.7691
C -1.2704 1.0456 3.5801
O -0.2869 0.7958 2.6409
C 0.3504 2.2324 5.0398
N 0.6105 3.4475 5.4058
C 1.9967 3.5220 5.4825
C 2.8073 4.6017 5.8302
C 4.1750 4.4132 5.7920
C 4.7347 3.1791 5.4221
C 3.9438 2.0960 5.0828
C 2.5687 2.2975 5.1214
N 1.4908 1.4722 4.8185
H -4.6949 0.7284 1.6953
H -4.5679 -0.9252 2.3588
H -4.0905 -0.6102 0.6843
H -4.6094 0.6190 3.9660
H -1.8139 2.5244 6.5766
H 0.5214 1.2573 2.9229
H 2.3682 5.5456 6.1239
H 4.8342 5.2256 6.0662
H 5.8107 3.0686 5.4195
H 4.3813 1.1425 4.8167
H 1.5118 0.4652 4.8482
C 0.6730 -3.3090 0.4422
P -0.5636 -2.1104 1.0281
C -0.5797 -2.3500 2.8229
C -2.1501 -2.7450 0.3887
C -2.7931 -3.7738 1.0749
C -3.9829 -4.3094 0.6065
C -4.5459 -3.8276 -0.5652
C -3.9209 -2.8027 -1.2575
C -2.7301 -2.2459 -0.7923
P -1.9756 -0.8769 -1.7227
C -1.2991 -1.6315 -3.2321
C -3.3270 0.1855 -2.2974
H 0.4421 -4.2993 0.8371
H 1.6678 -3.0122 0.7769
H 0.6745 -3.3574 -0.6457
H -0.6301 -3.4080 3.0780
H -1.4173 -1.8187 3.2706
H 0.3483 -1.9436 3.2244
H -2.3673 -4.1709 1.9869
H -4.4660 -5.1071 1.1543
H -5.4700 -4.2467 -0.9396
H -4.3759 -2.4341 -2.1682
H -2.1155 -2.0084 -3.8507
H -0.6503 -2.4693 -2.9788
H -0.7325 -0.8952 -3.8018
H -4.0198 -0.3557 -2.9410
H -2.8966 1.0095 -2.8675
H -3.8673 0.6013 -1.4477


Looking at energy for the records above, in order, we have -132794.539; -72169.542; -134599.666; -92348.131; -212210.379; -165444.122 eV.